ORCA calculation (ωB97M-V with the def2-TZVPD basis set) on 4 unconnected molecules or ions with the total composition C31H66BN2O2P at a distorted geometry.

Output
HOMO: -8.73 eV
2S+1: 1
SMILES string: CCC[C@H](C)[C@](C#N)(B(O)OC)[C@H](C#N)P(C)CC.CCCCCC.CCCCCC.CCCCCC
orbital gap: 8.946 eV

Geometry (Å):
C: 1.10 4.31 4.38
C: 1.18 3.91 2.76
C: 0.54 2.39 2.52
C: -0.24 2.23 1.09
C: -1.60 1.31 1.42
C: 0.58 1.41 -0.06
C: 0.48 -0.20 0.38
N: 0.45 -1.43 0.86
B: 2.20 1.74 -0.11
O: 3.15 0.59 -0.34
O: 2.82 3.06 0.10
C: 4.29 3.01 -0.11
C: -0.07 1.48 -1.57
C: 0.89 0.73 -2.71
N: 1.56 0.04 -3.61
P: -0.61 3.21 -2.15
C: 0.48 4.62 -1.46
C: -2.38 3.55 -1.39
C: -2.48 4.99 -0.61
H: 0.54 3.49 5.01
H: 0.65 5.40 4.50
H: 2.22 4.33 4.80
H: 2.33 3.97 2.49
H: 0.54 4.68 2.12
H: 1.33 1.54 2.76
H: -0.29 2.29 3.37
H: -0.65 3.28 0.78
H: -1.44 0.53 2.27
H: -2.09 0.87 0.44
H: -2.40 2.09 1.84
H: 3.47 0.24 0.56
H: 4.55 2.67 -1.22
H: 4.84 2.35 0.69
H: 4.73 4.11 0.00
H: -1.06 0.82 -1.53
H: 0.73 4.56 -0.32
H: 0.05 5.71 -1.65
H: 1.52 4.58 -2.04
H: -2.77 2.63 -0.77
H: -3.09 3.63 -2.34
H: -2.11 5.83 -1.37
H: -3.61 5.29 -0.35
H: -1.91 5.03 0.42
C: -1.65 -3.55 3.00
C: -0.40 -4.37 2.74
C: -0.57 -5.41 1.62
C: -1.62 -6.49 1.89
C: -1.41 -7.32 3.16
C: -0.11 -8.11 3.14
H: -2.48 -4.18 3.33
H: -1.46 -2.81 3.77
H: -1.97 -3.02 2.09
H: -0.08 -4.86 3.66
H: 0.41 -3.69 2.45
H: 0.40 -5.88 1.43
H: -0.84 -4.89 0.69
H: -1.65 -7.17 1.02
H: -2.62 -6.03 1.93
H: -2.25 -8.02 3.26
H: -1.43 -6.67 4.04
H: -0.08 -8.80 2.29
H: -0.03 -8.71 4.06
H: 0.76 -7.46 3.10
C: -3.44 -9.60 -0.12
C: -3.22 -8.38 -0.99
C: -4.05 -8.40 -2.28
C: -3.73 -9.55 -3.24
C: -2.28 -9.64 -3.71
C: -1.83 -8.42 -4.50
H: -3.13 -10.52 -0.62
H: -2.85 -9.51 0.80
H: -4.49 -9.70 0.16
H: -2.15 -8.27 -1.22
H: -3.50 -7.49 -0.42
H: -3.91 -7.45 -2.80
H: -5.11 -8.45 -2.02
H: -4.38 -9.46 -4.12
H: -4.01 -10.51 -2.77
H: -2.17 -10.53 -4.34
H: -1.61 -9.79 -2.85
H: -2.45 -8.28 -5.38
H: -0.79 -8.56 -4.84
H: -1.86 -7.51 -3.89
C: 2.63 7.06 0.46
C: 3.45 8.33 0.31
C: 2.66 9.50 -0.29
C: 2.13 9.27 -1.71
C: 3.20 8.94 -2.76
C: 4.22 10.05 -2.96
H: 2.28 6.68 -0.50
H: 3.23 6.27 0.93
H: 1.75 7.24 1.10
H: 4.34 8.12 -0.30
H: 3.82 8.63 1.30
H: 3.30 10.39 -0.27
H: 1.81 9.72 0.36
H: 1.60 10.18 -2.03
H: 1.39 8.47 -1.70
H: 2.69 8.75 -3.72
H: 3.71 8.01 -2.50
H: 3.72 10.98 -3.26
H: 4.92 9.77 -3.75
H: 4.79 10.24 -2.05

---

ORCA calculation (ωB97M-V with the def2-TZVPD basis set) on 14 unconnected molecules or ions with the total composition C84H210N14O28 at a distorted geometry.

Output
HOMO: -8.11 eV
2S+1: 1
ΔE to the lowest compared entry with this formula, charge and spin: 133.1 kcal per mole
orbital gap: 8.646 eV

Geometry (Å):
C: 4.48 3.36 4.08
O: 3.49 4.25 4.58
C: 2.13 3.70 4.47
C: 1.15 4.81 4.63
N: 0.97 5.16 6.03
C: 2.10 5.84 6.67
C: 2.01 6.03 8.15
O: 2.70 7.24 8.46
C: 3.17 7.17 9.78
H: 5.40 3.67 4.58
H: 4.60 3.48 3.00
H: 4.23 2.32 4.27
H: 1.95 3.03 5.33
H: 2.05 3.21 3.43
H: 0.13 4.48 4.29
H: 1.42 5.66 3.97
H: 0.13 5.73 6.19
H: 2.11 6.86 6.21
H: 3.03 5.34 6.41
H: 2.39 5.21 8.76
H: 1.01 6.17 8.48
H: 3.92 7.93 9.85
H: 3.55 6.17 10.05
H: 2.41 7.41 10.54
C: -5.54 -2.30 -3.83
O: -5.17 -1.21 -4.70
C: -4.48 -1.60 -5.92
C: -4.43 -0.33 -6.81
N: -3.77 -0.69 -8.08
C: -4.48 -1.62 -8.87
C: -3.97 -1.83 -10.27
O: -4.35 -0.73 -11.08
C: -4.12 -0.78 -12.44
H: -6.25 -1.89 -3.07
H: -4.64 -2.71 -3.28
H: -6.15 -3.07 -4.36
H: -4.99 -2.49 -6.35
H: -3.46 -1.91 -5.67
H: -3.79 0.33 -6.23
H: -5.43 0.01 -6.99
H: -3.60 0.13 -8.66
H: -5.61 -1.38 -8.96
H: -4.45 -2.61 -8.35
H: -4.40 -2.74 -10.67
H: -2.90 -1.90 -10.32
H: -4.60 0.09 -12.91
H: -4.62 -1.64 -12.95
H: -3.06 -0.72 -12.67
C: 5.32 -6.88 3.69
O: 4.63 -6.00 4.54
C: 3.37 -5.65 3.84
C: 3.63 -4.54 2.82
N: 2.44 -4.29 2.04
C: 2.54 -3.81 0.69
C: 1.44 -2.91 0.18
O: 1.54 -2.94 -1.22
C: 0.88 -1.77 -1.69
H: 4.73 -7.75 3.40
H: 6.16 -7.22 4.25
H: 5.66 -6.43 2.70
H: 2.60 -5.45 4.60
H: 2.90 -6.58 3.43
H: 4.37 -4.92 2.13
H: 3.91 -3.62 3.37
H: 1.86 -3.69 2.60
H: 2.66 -4.63 -0.01
H: 3.46 -3.32 0.42
H: 1.62 -1.86 0.48
H: 0.45 -3.17 0.53
H: 0.98 -1.71 -2.78
H: 1.34 -0.86 -1.31
H: -0.17 -1.84 -1.40
C: -3.82 10.10 7.99
O: -3.61 8.77 8.48
C: -2.27 8.54 8.89
C: -1.26 8.87 7.80
N: -1.51 8.08 6.55
C: -1.10 8.64 5.26
C: -1.47 7.62 4.15
O: -0.94 8.13 2.94
C: -1.12 7.14 1.89
H: -3.34 10.87 8.65
H: -4.90 10.17 7.76
H: -3.37 10.26 6.97
H: -2.08 7.54 9.19
H: -2.14 9.25 9.73
H: -0.29 8.55 8.22
H: -1.21 9.97 7.60
H: -2.49 7.83 6.57
H: -0.05 8.84 5.32
H: -1.68 9.60 4.97
H: -2.57 7.41 4.15
H: -1.06 6.62 4.40
H: -0.54 6.25 2.11
H: -0.75 7.62 0.99
H: -2.17 6.92 1.82
C: -3.56 -2.53 0.49
O: -2.60 -1.63 -0.03
C: -3.25 -0.68 -0.85
C: -2.31 0.38 -1.26
N: -1.72 0.90 -0.04
C: -0.75 1.95 -0.14
C: -0.21 2.42 1.23
O: 0.73 1.43 1.59
C: 2.06 1.60 1.08
H: -4.26 -2.02 1.16
H: -2.99 -3.31 1.06
H: -4.10 -3.00 -0.27
H: -4.10 -0.29 -0.32
H: -3.70 -1.18 -1.75
H: -2.91 1.20 -1.79
H: -1.43 0.08 -1.93
H: -1.24 0.15 0.41
H: -1.26 2.76 -0.75
H: 0.14 1.59 -0.71
H: -1.00 2.29 2.00
H: 0.15 3.48 1.27
H: 2.62 2.30 1.70
H: 1.86 1.97 0.05
H: 2.44 0.63 1.02
C: 7.49 3.35 -3.90
O: 6.38 2.59 -3.43
C: 5.20 2.87 -4.09
C: 4.10 1.95 -3.51
N: 2.78 2.08 -4.13
C: 1.88 1.02 -3.63
C: 0.79 0.86 -4.61
O: -0.14 -0.14 -4.20
C: -1.43 0.10 -4.75
H: 7.47 3.29 -4.97
H: 8.37 2.86 -3.57
H: 7.54 4.44 -3.56
H: 5.20 2.71 -5.22
H: 4.95 3.98 -4.02
H: 4.09 2.07 -2.43
H: 4.47 0.92 -3.74
H: 2.42 2.95 -3.80
H: 1.52 1.28 -2.61
H: 2.42 0.06 -3.61
H: 1.29 0.48 -5.56
H: 0.35 1.83 -4.77
H: -1.49 0.10 -5.84
H: -1.79 1.13 -4.48
H: -2.13 -0.66 -4.45
C: -3.08 -5.37 3.34
O: -2.70 -4.06 3.84
C: -1.32 -3.95 3.69
C: -0.98 -2.49 3.50
N: 0.43 -2.31 3.72
C: 0.98 -0.98 3.53
C: 2.44 -0.87 3.89
O: 2.54 -1.24 5.24
C: 3.87 -1.01 5.72
H: -2.64 -5.47 2.29
H: -4.14 -5.37 3.27
H: -2.75 -6.21 3.94
H: -0.89 -4.58 2.82
H: -0.86 -4.33 4.57
H: -1.59 -1.89 4.19
H: -1.23 -2.16 2.48
H: 0.80 -2.65 4.62
H: 0.39 -0.20 4.12
H: 0.88 -0.72 2.47
H: 2.75 0.22 3.84
H: 3.09 -1.40 3.22
H: 3.99 0.05 5.87
H: 4.62 -1.46 5.06
H: 4.03 -1.54 6.67
C: 3.14 4.73 -7.16
O: 1.80 4.79 -7.42
C: 1.30 3.41 -7.48
C: -0.17 3.55 -7.68
N: -0.89 4.00 -6.47
C: -2.28 4.40 -6.78
C: -3.28 3.39 -6.17
O: -3.29 3.63 -4.79
C: -4.27 2.89 -3.98
H: 3.49 5.74 -7.35
H: 3.73 4.05 -7.84
H: 3.33 4.56 -6.11
H: 1.51 2.94 -6.50
H: 1.87 2.95 -8.27
H: -0.58 2.55 -7.98
H: -0.22 4.16 -8.62
H: -0.30 4.78 -6.14
H: -2.47 4.50 -7.83
H: -2.51 5.35 -6.32
H: -3.00 2.35 -6.41
H: -4.21 3.56 -6.68
H: -4.08 3.22 -2.96
H: -4.08 1.81 -4.04
H: -5.25 3.19 -4.25
C: -5.70 -6.30 -0.06
O: -6.07 -5.39 -1.09
C: -6.44 -6.01 -2.33
C: -7.91 -6.04 -2.51
N: -8.56 -4.75 -2.87
C: -10.02 -4.61 -2.75
C: -10.37 -3.19 -3.15
O: -9.72 -2.20 -2.28
C: -10.14 -0.87 -2.46
H: -6.45 -7.06 0.05
H: -5.57 -5.65 0.82
H: -4.74 -6.79 -0.24
H: -6.12 -7.09 -2.16
H: -5.90 -5.67 -3.19
H: -8.48 -6.61 -1.79
H: -8.08 -6.68 -3.41
H: -8.12 -4.07 -2.30
H: -10.39 -4.80 -1.72
H: -10.49 -5.31 -3.49
H: -11.45 -2.99 -3.10
H: -9.99 -3.02 -4.18
H: -11.22 -0.77 -2.16
H: -10.04 -0.61 -3.48
H: -9.51 -0.31 -1.81
C: 3.44 4.95 -1.01
O: 2.54 4.30 -1.90
C: 1.19 4.79 -1.81
C: 0.50 4.33 -3.10
N: -0.99 4.55 -2.90
C: -1.35 5.93 -2.94
C: -2.86 6.13 -2.61
O: -3.02 7.57 -2.57
C: -4.33 7.96 -2.11
H: 3.52 5.96 -1.40
H: 4.36 4.44 -1.15
H: 3.20 4.85 0.05
H: 1.24 5.90 -1.69
H: 0.70 4.38 -0.93
H: 0.67 3.28 -3.20
H: 0.93 4.81 -4.02
H: -1.48 4.00 -3.62
H: -1.17 6.37 -3.92
H: -0.78 6.38 -2.19
H: -3.10 5.71 -1.62
H: -3.65 5.75 -3.30
H: -4.60 7.56 -1.13
H: -5.07 7.55 -2.86
H: -4.42 9.07 -2.05
C: 6.20 -1.96 1.92
O: 6.65 -2.67 3.08
C: 7.31 -3.86 2.89
C: 7.90 -4.39 4.17
N: 8.34 -3.27 5.03
C: 9.40 -2.46 4.47
C: 10.72 -3.20 4.59
O: 11.67 -2.49 3.71
C: 13.05 -2.83 3.83
H: 7.09 -1.66 1.33
H: 5.55 -1.12 2.13
H: 5.65 -2.69 1.23
H: 8.08 -3.71 2.18
H: 6.69 -4.69 2.48
H: 8.74 -5.01 3.93
H: 7.21 -5.10 4.71
H: 7.63 -2.59 5.25
H: 9.48 -1.54 5.01
H: 9.13 -2.15 3.49
H: 10.58 -4.23 4.34
H: 11.09 -3.23 5.60
H: 13.12 -3.93 3.76
H: 13.46 -2.40 4.72
H: 13.47 -2.30 2.99
C: -7.35 -2.51 0.62
O: -6.52 -2.82 1.75
C: -7.13 -2.43 2.94
C: -6.22 -2.84 4.05
N: -5.08 -1.96 4.12
C: -4.49 -1.46 5.36
C: -3.90 -0.08 5.20
O: -2.81 -0.18 4.32
C: -2.95 0.52 3.06
H: -8.33 -2.99 0.88
H: -7.04 -3.14 -0.20
H: -7.48 -1.44 0.39
H: -8.12 -2.87 3.03
H: -7.19 -1.39 3.00
H: -6.07 -3.92 4.05
H: -6.84 -2.74 4.98
H: -4.31 -2.18 3.52
H: -3.75 -2.18 5.80
H: -5.36 -1.38 6.07
H: -3.64 0.27 6.22
H: -4.67 0.61 4.77
H: -2.93 1.61 3.24
H: -3.87 0.15 2.60
H: -2.13 0.18 2.47
C: 6.18 1.66 0.76
O: 5.10 0.86 0.27
C: 5.60 -0.04 -0.78
C: 4.40 -0.99 -0.94
N: 4.25 -1.65 -2.29
C: 5.37 -2.30 -2.83
C: 5.89 -3.47 -1.97
O: 4.85 -4.40 -1.90
C: 5.15 -5.50 -1.06
H: 5.77 2.40 1.51
H: 6.59 2.20 -0.08
H: 6.91 1.00 1.24
H: 6.60 -0.43 -0.52
H: 5.81 0.55 -1.63
H: 3.52 -0.40 -0.83
H: 4.37 -1.77 -0.16
H: 3.35 -2.18 -2.25
H: 6.13 -1.55 -3.11
H: 5.03 -2.79 -3.80
H: 6.27 -3.22 -0.98
H: 6.83 -3.84 -2.46
H: 5.69 -5.24 -0.16
H: 5.79 -6.22 -1.62
H: 4.25 -5.98 -0.82
C: 1.43 -9.83 0.84
O: 0.94 -8.85 -0.04
C: 1.07 -7.61 0.55
C: 0.46 -6.60 -0.45
N: -1.00 -6.79 -0.65
C: -1.67 -5.48 -0.48
C: -1.27 -4.46 -1.54
O: -1.68 -5.04 -2.80
C: -1.75 -4.03 -3.77
H: 2.49 -9.62 1.14
H: 1.31 -10.80 0.36
H: 0.73 -9.94 1.67
H: 2.08 -7.35 0.79
H: 0.59 -7.55 1.51
H: 1.19 -6.65 -1.30
H: 0.63 -5.61 0.06
H: -1.17 -7.10 -1.65
H: -1.30 -5.12 0.52
H: -2.75 -5.55 -0.43
H: -0.19 -4.36 -1.52
H: -1.69 -3.50 -1.25
H: -0.84 -3.41 -3.82
H: -2.59 -3.38 -3.54
H: -1.90 -4.54 -4.73

---

ORCA calculation (ωB97M-V with the def2-TZVPD basis set) on C2H6N2O2 in the gas phase at a distorted geometry.

Output
HOMO: -8.84 eV
2S+1: 1
SMILES string: CN(O)/C=N/O
ΔE to the lowest compared entry with this formula, charge and spin: 113.2 kcal per mole
orbital gap: 9.625 eV

Geometry (Å):
C: -1.08 1.07 0.08
C: 0.64 -0.55 -0.29
H: -0.73 1.36 1.14
H: -2.23 1.02 0.07
H: -0.78 1.82 -0.77
H: -2.22 -1.52 -0.38
H: 0.80 -1.67 -0.25
H: 3.43 0.24 0.45
N: -0.74 -0.24 -0.36
N: 1.61 0.23 -0.05
O: -1.52 -1.27 0.28
O: 2.83 -0.48 0.07

---

Repeat the third record exactly.
ORCA calculation (ωB97M-V with the def2-TZVPD basis set) on C2H6N2O2 in the gas phase at a distorted geometry.

Output
HOMO: -8.84 eV
2S+1: 1
SMILES string: CN(O)/C=N/O
ΔE to the lowest compared entry with this formula, charge and spin: 113.2 kcal per mole
orbital gap: 9.625 eV

Geometry (Å):
C: -1.08 1.07 0.08
C: 0.64 -0.55 -0.29
H: -0.73 1.36 1.14
H: -2.23 1.02 0.07
H: -0.78 1.82 -0.77
H: -2.22 -1.52 -0.38
H: 0.80 -1.67 -0.25
H: 3.43 0.24 0.45
N: -0.74 -0.24 -0.36
N: 1.61 0.23 -0.05
O: -1.52 -1.27 0.28
O: 2.83 -0.48 0.07

---

What did the third record say?
ORCA calculation (ωB97M-V with the def2-TZVPD basis set) on C2H6N2O2 in the gas phase at a distorted geometry.

Output
HOMO: -8.84 eV
2S+1: 1
SMILES string: CN(O)/C=N/O
ΔE to the lowest compared entry with this formula, charge and spin: 113.2 kcal per mole
orbital gap: 9.625 eV

Geometry (Å):
C: -1.08 1.07 0.08
C: 0.64 -0.55 -0.29
H: -0.73 1.36 1.14
H: -2.23 1.02 0.07
H: -0.78 1.82 -0.77
H: -2.22 -1.52 -0.38
H: 0.80 -1.67 -0.25
H: 3.43 0.24 0.45
N: -0.74 -0.24 -0.36
N: 1.61 0.23 -0.05
O: -1.52 -1.27 0.28
O: 2.83 -0.48 0.07